Density functional theory data (ωB97M-V/def2-TZVPD) for C33H34CoFGeNO3S4 as an isolated structure.

Geometry as XYZ:
```
78
Properties=species:S:1:pos:R:3:forces:R:3:lowdin_charge:R:1
Co 1.827 1.022 0.398 1.1744 0.3553 -1.7089 0.112
C -5.307 -0.451 -1.071 0.0882 -0.0336 -0.0639 -0.039
C -5.131 0.837 -0.285 0.0395 0.0057 -0.0735 -0.279
C -5.892 1.989 -0.916 0.1133 0.1151 -0.0134 -0.136
C -5.770 3.229 -0.047 0.1313 0.0181 -0.0662 -0.111
C -4.318 3.572 0.174 -0.2349 -0.1215 -0.0023 -0.115
C -3.932 4.866 0.423 -0.0437 0.1016 0.0133 0.087
C -2.592 5.177 0.649 -0.1365 0.1327 0.0287 -0.243
F -2.264 6.445 0.893 -0.0191 -0.0024 -0.0099 0.109
C -1.623 4.224 0.629 0.2129 -0.0966 -0.0176 0.086
C -1.986 2.900 0.350 0.0300 0.0193 0.0665 -0.039
C -0.967 1.879 0.307 0.5828 0.1167 0.2011 -0.237
O 0.232 2.152 0.658 -0.3323 -0.1038 0.5436 -0.124
C -1.390 0.597 -0.081 -0.1233 -0.3394 -0.0176 -0.013
C -2.730 0.316 -0.241 -0.0534 -0.0391 0.0477 0.057
N -3.680 1.231 -0.150 -0.1209 0.1576 0.0456 0.063
C -3.330 2.567 0.125 -0.1344 -0.2177 -0.0903 -0.042
C -0.376 -0.450 -0.232 1.2060 0.6349 -0.5897 -0.535
O -0.519 -1.605 0.231 -0.5289 -0.4845 0.7119 -0.047
O 0.749 -0.157 -0.752 -0.7881 0.2070 -0.1913 -0.135
H -6.367 -0.565 -1.294 0.0140 -0.0165 0.0289 0.099
H -5.001 -1.339 -0.517 -0.0006 0.0362 -0.0340 0.086
H -4.770 -0.413 -2.024 -0.0579 -0.0030 0.0447 0.104
H -5.504 0.689 0.730 0.0502 0.0329 0.0923 0.164
H -6.935 1.698 -1.023 0.0058 -0.0119 -0.0055 0.133
H -5.493 2.182 -1.917 -0.0592 -0.0233 0.0043 0.143
H -6.246 3.042 0.919 -0.0182 0.0274 0.0362 0.138
H -6.284 4.079 -0.494 0.0193 -0.0111 -0.0050 0.132
H -4.667 5.663 0.444 0.0339 -0.0270 0.0150 0.148
H -0.589 4.481 0.809 -0.0472 -0.0227 0.0003 0.124
H -3.037 -0.698 -0.451 -0.0254 0.0476 -0.0189 0.141
C 5.171 1.231 1.087 0.0333 -0.0704 0.1431 -0.442
C 4.934 -0.011 0.248 0.0501 0.0101 -0.0626 -0.462
S 3.574 0.052 -0.924 -0.2807 -0.0385 0.5551 0.952
C 4.045 1.287 -2.162 -0.0402 0.0467 0.0665 -0.436
C 3.910 2.752 -1.768 0.0289 0.0417 0.0409 -0.445
S 2.311 3.048 -0.981 -0.2559 -0.2234 -0.1446 0.974
C 2.713 4.162 0.370 -0.0295 0.0379 -0.0854 -0.466
C 3.788 3.690 1.337 -0.0368 0.0053 0.1559 -0.450
S 3.663 1.945 1.829 -0.4760 -0.0728 0.0219 0.951
H 5.667 2.019 0.526 0.0061 -0.0313 -0.0568 0.075
H 5.819 0.962 1.920 0.0811 0.0588 -0.0132 0.093
H 4.661 -0.858 0.881 0.0752 -0.0171 0.0050 0.077
H 5.844 -0.277 -0.290 0.0444 -0.0523 0.0598 0.103
H 3.380 1.058 -2.995 0.0382 -0.0014 -0.0523 0.094
H 5.063 1.056 -2.473 -0.0051 -0.0066 -0.0896 0.103
H 3.953 3.367 -2.666 0.1168 0.0062 -0.0195 0.096
H 4.707 3.074 -1.102 0.0132 -0.0395 -0.0237 0.070
H 1.757 4.274 0.882 0.0143 0.0442 0.0267 0.065
H 2.991 5.129 -0.048 -0.0106 0.0674 0.0798 0.101
H 3.707 4.267 2.256 0.0504 0.0723 0.0087 0.091
H 4.792 3.846 0.951 0.0225 0.0339 -0.0147 0.080
Ge 1.196 -2.621 0.263 -0.5672 -2.2900 -1.1912 0.939
C 0.705 -3.831 1.692 0.0338 0.4527 0.3829 -0.326
C -0.613 -4.246 1.904 0.3046 -0.0461 0.2516 -0.093
C -0.919 -5.018 3.020 -0.0183 -0.0081 -0.1361 -0.064
C 0.076 -5.371 3.924 -0.0233 0.0291 -0.0235 -0.063
C 1.390 -4.975 3.710 0.1000 0.0160 -0.1379 -0.070
C 1.708 -4.211 2.590 -0.3013 -0.1018 0.0285 -0.137
C 0.849 -3.404 -1.456 0.2418 -0.0036 -0.3275 -0.298
C -0.436 -3.650 -1.954 0.2863 -0.0600 -0.1628 -0.097
C -0.591 -4.355 -3.140 -0.0212 0.0254 0.0561 -0.070
C 0.523 -4.819 -3.832 0.0055 0.0296 0.0414 -0.065
C 1.800 -4.568 -3.350 0.0441 0.0412 0.0977 -0.069
C 1.967 -3.860 -2.162 -0.4139 -0.0858 -0.1797 -0.114
H 2.745 -2.593 0.271 0.0085 0.7637 0.1913 0.037
H -1.394 -3.978 1.206 -0.0399 0.0523 -0.0104 0.098
H -1.939 -5.347 3.181 0.0619 0.0012 0.0068 0.112
H -0.171 -5.966 4.795 -0.0044 0.0290 -0.0307 0.114
H 2.166 -5.259 4.411 -0.0462 -0.0265 -0.0573 0.112
H 2.744 -3.931 2.412 -0.0838 0.0716 0.0546 0.096
H -1.313 -3.302 -1.420 0.0453 -0.0422 -0.0114 0.092
H -1.586 -4.549 -3.524 0.0592 -0.0163 0.0104 0.109
H 0.394 -5.384 -4.747 -0.0002 0.0546 0.0230 0.113
H 2.668 -4.923 -3.893 -0.0582 -0.0051 0.0206 0.111
H 2.970 -3.677 -1.786 -0.0473 0.0168 -0.0181 0.087
S 0.939 -0.748 3.051 -0.5363 -0.2625 1.8098 1.043
C 1.567 -0.646 1.711 0.5532 1.0394 -0.2613 -0.653
```
Positions in Å, forces in eV/Å.

Calculated values
Net charge: +2
Relative energy (zero: lowest compared OMol25 entry of this formula, charge and spin): 57.8 kcal per mole
Spin multiplicity: 2
E_tot: -6710.172064 Ha